C36H38ClF5OP | ωB97M-V/def2-TZVPD

Properties
- LUMO: -3.2 eV
- HOMO level: -10.468 eV
- Gap between HOMO and LUMO: 7.29 eV

Geometry as ORCA input:
```
! wB97M-V def2-TZVPD RIJCOSX def2/J DEFGRID3
* xyz 1 1
C -3.09141 0.11554 -1.08869
C -2.58758 -1.33632 -0.93549
C -3.54915 -2.38274 -1.50780
C -2.92655 -3.78528 -1.74524
P -4.99508 -2.59278 -0.42690
C -6.35556 -1.49119 -0.88924
C -7.67813 -1.94174 -0.32993
O -8.13668 -1.57083 0.68811
Cl -8.44478 -3.17828 -1.31113
H -4.12173 0.15494 -1.44082
H -2.48418 0.64725 -1.81651
H -3.01762 0.65951 -0.14967
H -1.66959 -1.43401 -1.51030
H -2.33692 -1.55582 0.10248
H -3.94432 -2.01542 -2.45654
H -3.24702 -4.14404 -2.72259
H -1.84637 -3.72213 -1.75550
H -3.23208 -4.53718 -1.01981
H -5.42108 -3.91549 -0.50956
H -4.59711 -2.33321 0.88383
H -6.10432 -0.49039 -0.54167
H -6.36133 -1.49152 -1.97892
F 0.26351 -2.95208 -1.33550
C 1.24770 -2.01164 -1.39853
C 1.10547 -0.98105 -2.30364
C 2.09799 -0.01584 -2.36938
C 3.19833 -0.08782 -1.53039
C 3.31465 -1.13645 -0.62796
C 2.33547 -2.11854 -0.56085
H 0.24089 -0.94496 -2.95473
H 2.00691 0.80035 -3.07273
H 3.96203 0.67269 -1.57560
H 4.17184 -1.19314 0.02863
H 2.40450 -2.94294 0.13598
F -0.35280 1.66665 -0.29357
C -0.57988 2.93872 -0.69923
C 0.01957 3.38351 -1.85890
C -0.21990 4.68653 -2.27018
C -1.04267 5.51747 -1.52223
C -1.63048 5.04503 -0.35749
C -1.40212 3.74238 0.06320
H 0.66680 2.72232 -2.41855
H 0.24221 5.05425 -3.17595
H -1.22090 6.53390 -1.84453
H -2.26491 5.69326 0.23126
H -1.84681 3.35458 0.97047
F 3.12192 2.73731 -0.38176
C 3.30275 2.97146 0.93821
C 4.58801 3.06834 1.42933
C 4.76211 3.30592 2.78544
C 3.66225 3.43715 3.62134
C 2.38016 3.33297 3.09945
C 2.19109 3.09912 1.74467
H 5.43111 2.96181 0.75967
H 5.76156 3.39180 3.19065
H 3.80775 3.62335 4.67481
H 1.52146 3.43523 3.74921
H 1.20198 3.01780 1.31290
F 5.44772 4.80919 5.97218
C 6.76799 4.85879 6.26241
C 7.25499 4.07365 7.28652
C 8.61100 4.12726 7.57389
C 9.44993 4.95772 6.84377
C 8.93227 5.73789 5.81940
C 7.57856 5.69143 5.51918
H 6.58162 3.43777 7.84519
H 9.01231 3.51762 8.37181
H 10.50566 4.99737 7.07410
H 9.58294 6.38880 5.25161
H 7.15278 6.28905 4.72430
F -4.01757 -7.87150 -1.83195
C -4.47461 -7.78947 -3.10096
C -3.77312 -8.41426 -4.11072
C -4.25377 -8.31530 -5.40849
C -5.41106 -7.59642 -5.67824
C -6.09576 -6.97365 -4.64457
C -5.62879 -7.07363 -3.34143
H -2.87272 -8.96691 -3.87966
H -3.72166 -8.80469 -6.21240
H -5.77910 -7.52507 -6.69229
H -6.99781 -6.41333 -4.85059
H -6.15281 -6.61069 -2.51464
*
```

Löwdin charges, unit e, in atom order: number 1, C, carries -0.073; number 2, C, carries -0.247; number 3, C, carries -0.486; number 4, C, carries -0.072; number 5, P, carries 1.135; number 6, C, carries -0.316; number 7, C, carries -0.888; number 8, O, carries 0.107; number 9, Cl, carries 0.722; number 10, H, carries 0.053; number 11, H, carries 0.078; number 12, H, carries 0.077; number 13, H, carries 0.085; number 14, H, carries 0.117; number 15, H, carries 0.124; number 16, H, carries 0.090; number 17, H, carries 0.066; number 18, H, carries 0.067; number 19, H, carries 0.048; number 20, H, carries 0.069; number 21, H, carries 0.106; number 22, H, carries 0.100; number 23, F, carries 0.021; number 24, C, carries -0.280; number 25, C, carries -0.030; number 26, C, carries -0.080; number 27, C, carries -0.085; number 28, C, carries -0.061; number 29, C, carries -0.010; number 30, H, carries 0.113; number 31, H, carries 0.103; number 32, H, carries 0.101; number 33, H, carries 0.111; number 34, H, carries 0.120; number 35, F, carries 0.034; number 36, C, carries -0.316; number 37, C, carries -0.014; number 38, C, carries -0.068; number 39, C, carries -0.084; number 40, C, carries -0.075; number 41, C, carries -0.030; number 42, H, carries 0.103; number 43, H, carries 0.110; number 44, H, carries 0.106; number 45, H, carries 0.108; number 46, H, carries 0.117; number 47, F, carries 0.040; number 48, C, carries -0.279; number 49, C, carries -0.015; number 50, C, carries -0.073; number 51, C, carries -0.088; number 52, C, carries -0.073; number 53, C, carries -0.010; number 54, H, carries 0.117; number 55, H, carries 0.105; number 56, H, carries 0.089; number 57, H, carries 0.105; number 58, H, carries 0.095; number 59, F, carries 0.041; number 60, C, carries -0.287; number 61, C, carries -0.018; number 62, C, carries -0.081; number 63, C, carries -0.093; number 64, C, carries -0.081; number 65, C, carries -0.020; number 66, H, carries 0.117; number 67, H, carries 0.106; number 68, H, carries 0.103; number 69, H, carries 0.106; number 70, H, carries 0.118; number 71, F, carries 0.046; number 72, C, carries -0.295; number 73, C, carries -0.011; number 74, C, carries -0.072; number 75, C, carries -0.089; number 76, C, carries -0.086; number 77, C, carries -0.036; number 78, H, carries 0.121; number 79, H, carries 0.110; number 80, H, carries 0.105; number 81, H, carries 0.104; number 82, H, carries 0.106

***

C36H38F5N2O2 | ωB97M-V/def2-TZVPD

Properties
- LUMO: -3.8 eV
- HOMO level: -10.310 eV
- Gap between HOMO and LUMO: 6.46 eV

Geometry as ORCA input:
```
! wB97M-V def2-TZVPD RIJCOSX def2/J DEFGRID3
* xyz 1 1
O -1.78161 0.28637 0.06212
N -2.36681 0.91994 -0.69235
O -3.52264 0.18277 -1.23264
C -3.54036 0.37929 -2.60817
N -4.90875 0.72529 -3.08812
C -5.90045 -0.41440 -2.96324
C -6.54609 -0.49956 -1.59645
C -7.18396 0.84925 -1.25825
C -6.06788 1.89678 -1.18805
C -5.41819 2.02313 -2.53825
H -2.89933 1.22444 -2.87012
H -3.17347 -0.50097 -3.13149
H -4.77920 0.87456 -4.09133
H -6.62180 -0.33172 -3.76948
H -5.33283 -1.32318 -3.14786
H -7.35753 -1.21663 -1.69382
H -5.86087 -0.83624 -0.82751
H -7.82288 1.12395 -2.09688
H -7.75083 0.80856 -0.33726
H -5.38735 1.59393 -0.39848
H -6.49207 2.84682 -0.87771
H -4.59542 2.73380 -2.49423
H -6.13231 2.44099 -3.24231
F -8.22298 4.93399 -1.00094
C -7.34512 5.62473 -1.76085
C -6.12156 5.97065 -1.22315
C -5.21114 6.66066 -2.00943
C -5.53859 7.00394 -3.31404
C -6.77885 6.65632 -3.83214
C -7.69199 5.95573 -3.05514
H -5.88627 5.69756 -0.20205
H -4.24526 6.93044 -1.60546
H -4.82753 7.54321 -3.92458
H -7.03831 6.92977 -4.84581
H -8.65988 5.66723 -3.44382
F 4.21668 1.42286 0.32878
C 3.43527 0.41636 -0.10160
C 4.02511 -0.72782 -0.60150
C 3.21121 -1.76206 -1.03901
C 1.82875 -1.63754 -0.98267
C 1.25996 -0.47561 -0.47984
C 2.06419 0.55857 -0.02750
H 5.10016 -0.80295 -0.64638
H 3.65991 -2.66616 -1.42821
H 1.19836 -2.44468 -1.33288
H 0.18716 -0.35617 -0.44815
H 1.63807 1.46757 0.37760
F 6.63143 -2.30663 -0.04184
C 6.61080 -2.89850 1.17615
C 7.58325 -2.56514 2.09529
C 7.55605 -3.17067 3.34315
C 6.57019 -4.09837 3.64962
C 5.60447 -4.41916 2.70665
C 5.61787 -3.81359 1.45835
H 8.34685 -1.84482 1.83349
H 8.30872 -2.91769 4.07737
H 6.55576 -4.56917 4.62007
H 4.83829 -5.14556 2.94165
H 4.87038 -4.04543 0.71116
F -2.47059 5.50470 -3.35549
C -1.29794 4.95626 -2.96183
C -1.15876 4.56455 -1.64494
C 0.05101 4.02211 -1.23345
C 1.09839 3.88366 -2.13401
C 0.93364 4.28060 -3.45459
C -0.27454 4.81879 -3.87829
H -1.98125 4.69876 -0.95339
H 0.17855 3.71677 -0.20321
H 2.04211 3.47243 -1.80127
H 1.75019 4.18025 -4.15618
H -0.42155 5.13842 -4.90144
F 7.49997 -6.79871 4.65004
C 7.48502 -7.39374 5.86150
C 8.46304 -7.06632 6.77867
C 8.44103 -7.67604 8.02437
C 7.45421 -8.60265 8.33156
C 6.48291 -8.91846 7.39184
C 6.49173 -8.30873 6.14583
H 9.22722 -6.34690 6.51594
H 9.19721 -7.42695 8.75626
H 7.44314 -9.07831 9.30282
H 5.71558 -9.64313 7.62791
H 5.74096 -8.53643 5.40086
*
```

Löwdin charges, unit e, in atom order: number 1, O, carries 0.140; number 2, N, carries 0.055; number 3, O, carries -0.089; number 4, C, carries -0.161; number 5, N, carries -0.048; number 6, C, carries -0.086; number 7, C, carries -0.159; number 8, C, carries -0.163; number 9, C, carries -0.163; number 10, C, carries -0.093; number 11, H, carries 0.142; number 12, H, carries 0.152; number 13, H, carries 0.191; number 14, H, carries 0.143; number 15, H, carries 0.135; number 16, H, carries 0.128; number 17, H, carries 0.118; number 18, H, carries 0.121; number 19, H, carries 0.124; number 20, H, carries 0.113; number 21, H, carries 0.110; number 22, H, carries 0.136; number 23, H, carries 0.145; number 24, F, carries 0.048; number 25, C, carries -0.303; number 26, C, carries -0.029; number 27, C, carries -0.086; number 28, C, carries -0.089; number 29, C, carries -0.075; number 30, C, carries -0.020; number 31, H, carries 0.118; number 32, H, carries 0.105; number 33, H, carries 0.107; number 34, H, carries 0.109; number 35, H, carries 0.119; number 36, F, carries 0.066; number 37, C, carries -0.277; number 38, C, carries -0.004; number 39, C, carries -0.074; number 40, C, carries -0.092; number 41, C, carries -0.091; number 42, C, carries -0.019; number 43, H, carries 0.106; number 44, H, carries 0.108; number 45, H, carries 0.099; number 46, H, carries 0.058; number 47, H, carries 0.109; number 48, F, carries 0.035; number 49, C, carries -0.283; number 50, C, carries -0.015; number 51, C, carries -0.072; number 52, C, carries -0.097; number 53, C, carries -0.075; number 54, C, carries -0.020; number 55, H, carries 0.118; number 56, H, carries 0.107; number 57, H, carries 0.092; number 58, H, carries 0.106; number 59, H, carries 0.108; number 60, F, carries 0.040; number 61, C, carries -0.293; number 62, C, carries -0.033; number 63, C, carries -0.088; number 64, C, carries -0.084; number 65, C, carries -0.070; number 66, C, carries -0.015; number 67, H, carries 0.112; number 68, H, carries 0.102; number 69, H, carries 0.103; number 70, H, carries 0.111; number 71, H, carries 0.120; number 72, F, carries 0.045; number 73, C, carries -0.288; number 74, C, carries -0.018; number 75, C, carries -0.081; number 76, C, carries -0.095; number 77, C, carries -0.083; number 78, C, carries -0.019; number 79, H, carries 0.117; number 80, H, carries 0.106; number 81, H, carries 0.102; number 82, H, carries 0.105; number 83, H, carries 0.116